(1)
Density functional theory data (ωB97M-V/def2-TZVPD) for a structure of composition C14H7BF4N2OOsS3 at a distorted geometry.

Output
* gap between HOMO and LUMO (alpha / beta): 4.8 / 4.9 eV
* E_HOMO (alpha / beta): -8.59 / -8.68 eV

CARTESIAN COORDINATES (ANGSTROEM)
Os  -1.010  3.857  -0.823
S  0.474  4.157  -2.951
C  1.062  1.757  -1.502
S  -0.505  2.140  0.558
C  2.215  1.331  -2.208
C  2.669  2.011  -3.383
N  3.069  2.538  -4.330
C  3.081  0.279  -1.764
N  3.815  -0.548  -1.438
F  -2.217  5.111  0.673
B  -3.286  4.980  -0.311
F  -2.617  5.387  -1.539
F  -3.419  3.559  -0.459
F  -4.409  5.646  -0.008
C  -1.728  -3.984  2.373
C  -0.472  -4.798  2.569
O  -0.359  -5.657  3.396
S  0.897  -4.622  1.377
C  0.831  -2.920  0.896
C  0.789  -2.592  -0.453
C  0.738  -1.265  -0.849
C  0.732  -0.240  0.090
C  0.802  -0.575  1.448
C  0.866  -1.899  1.846
C  0.535  1.153  -0.354
C  0.397  2.992  -1.822
H  -2.174  -3.772  3.344
H  -2.424  -4.617  1.816
H  -1.573  -3.066  1.817
H  0.781  -3.381  -1.197
H  0.647  -1.032  -1.905
H  0.846  0.213  2.193
H  0.947  -2.145  2.900

These are the natural (NBO) partial charges, in e, on atoms 1 to 4: 0.712 0.174 -0.085 0.390

(2)
Density functional theory data (ωB97M-V/def2-TZVPD) for a structure of composition C14H7N5ReS2SbSe4 at a distorted geometry.

Output
* gap between HOMO and LUMO (alpha / beta): 5.6 / 5.6 eV
* E_HOMO (alpha / beta): -14.91 / -14.91 eV
* net charge: +2

CARTESIAN COORDINATES (ANGSTROEM)
Re  1.667  -2.012  -0.877
S  2.644  -3.270  0.718
C  4.235  -2.580  0.988
C  4.851  -2.896  2.207
N  5.148  -3.300  3.243
C  4.659  -1.574  0.171
S  3.638  -1.010  -1.065
C  5.926  -0.903  0.108
N  6.933  -0.421  -0.175
Se  -2.334  -3.524  -4.000
Sb  -0.097  -4.021  -3.158
Se  2.061  -2.332  -3.125
Se  0.136  -3.762  -0.499
Se  -1.126  -5.863  -4.288
N  -6.710  3.720  0.602
C  -5.649  3.267  0.362
C  -4.328  2.803  0.371
C  -3.819  2.161  1.539
C  -2.495  1.889  1.632
C  -1.713  2.103  0.482
C  -2.192  2.706  -0.662
C  -3.542  3.054  -0.711
N  -0.459  1.382  0.406
C  0.673  1.514  1.196
C  1.501  0.497  0.903
N  0.854  -0.315  -0.115
C  -0.330  0.323  -0.381
H  -4.518  2.123  2.381
H  -2.187  1.430  2.532
H  -1.501  2.836  -1.437
H  -3.817  3.556  -1.579
H  0.641  2.263  1.931
H  2.424  0.165  1.297
H  -1.173  -0.008  -0.995

These are the natural (NBO) partial charges, in e, on atoms 1 to 4: 0.250 0.364 -0.262 0.176

Calculated total energy? In order: -66179.64158; -313787.24497 eV.